w:
The following is a DFT calculation (ωB97M-V with the def2-TZVPD basis set) of C4H7NOS2 in the gas phase.

Last column: Mulliken charge in e.
Geometry (Å):
S (1.7160, -0.8014, -0.4378)  -0.09
S (-1.9824, -0.6689, -0.8357)  -0.20
O (-0.2963, 2.2061, 0.7238)  -0.52
N (-0.8805, 0.0484, 0.1532)  0.19
C (2.0960, 1.0180, -0.8967)  -0.72
C (0.4382, -1.1254, 1.8716)  -0.67
C (-1.1795, 1.4116, 0.2807)  0.06
C (0.3227, -0.5916, 0.6628)  0.14
H (-2.3399, 1.5473, 0.0373)  0.30
H (2.2921, 1.6414, 0.0453)  0.24
H (-2.4255, -1.8738, 0.0677)  0.14
H (1.3277, 1.5696, -1.4821)  0.25
H (2.9697, 0.7781, -1.5364)  0.31
H (-0.4406, -0.9871, 2.6048)  0.22
H (1.3488, -1.4140, 2.2660)  0.35

Properties
HOMO-LUMO gap (eV): 9.3
Net charge: 0
Multiplicity: 1

x:
The following is a DFT calculation (ωB97M-V with the def2-TZVPD basis set) of C4H7NOS2 in the gas phase.

Last column: Mulliken charge in e.
Geometry (Å):
S (-1.5249, 2.9448, 1.1444)  -0.19
S (-1.7580, -1.2751, -0.7908)  0.27
O (-2.0021, -1.1028, 0.6305)  -0.50
N (1.1422, 0.1649, -0.1194)  -0.19
C (0.1642, 1.0979, -0.0249)  -0.54
C (-0.0458, -1.7986, -1.0418)  -0.60
C (1.0644, -1.0538, -0.7227)  -0.08
C (-0.2859, 1.6523, 1.0857)  -0.16
H (2.0154, -1.5234, -0.7923)  0.37
H (-1.4739, 2.6457, 2.4146)  0.11
H (1.8642, 0.1049, 0.5786)  0.23
H (-0.4163, 1.2335, -0.9778)  0.47
H (0.2591, 1.4858, 1.9660)  0.30
H (-2.1698, -2.6228, -1.1450)  0.10
H (0.0156, -2.7608, -1.4425)  0.40

Properties
HOMO-LUMO gap (eV): 8.5
Net charge: 0
Multiplicity: 1

Bottom line: w, by a margin of 16.9 kcal/mol.